{
  "formula": "C12H27BrMnNO2",
  "method": "ωB97M-V/def2-TZVPD",
  "orbital_gap_ha": [0.2608, 0.2139],
  "total_charge": 1,
  "s_squared": 9.044,
  "multiplicity": 6,
  "molar_mass_g_mol": 352.19,
  "elements": ["Mn", "Br", "C", "C", "C", "O", "H", "H", "H", "H", "H", "H", "H", "H", "C", "C", "C", "C", "C", "C", "N", "O", "C", "C", "C", "H", "H", "H", "H", "H", "H", "H", "H", "H", "H", "H", "H", "H", "H", "H", "H", "H", "H", "H"],
  "coordinates": [[-0.8523, 1.0990, 4.5772], [-0.6856, 1.8998, 2.6863], [3.7214, 2.6898, 1.0189], [2.2322, 2.1134, 1.2954], [2.3470, 0.5935, 1.0974], [1.8728, 2.5887, 2.5198], [3.7880, 3.7749, 1.0976], [4.2658, 2.4188, 0.1143], [4.2574, 2.3364, 1.8997], [1.6240, 2.6114, 0.5404], [3.0902, 0.1025, 1.7256], [2.7047, 0.2907, 0.1133], [1.3880, 0.1214, 1.3110], [0.9154, 2.5181, 2.5126], [1.3969, 0.3386, -0.2787], [0.0971, -0.2036, -0.9587], [0.5180, -1.6914, -1.4328], [-0.6018, -2.6316, -1.8008], [-1.6947, -2.6029, -0.7123], [-2.2182, -1.1771, -0.2828], [-1.0702, -0.2909, 0.0400], [-1.4827, 0.9454, 0.6474], [-3.2292, -0.5157, -1.2787], [-3.1454, -1.4802, 0.9540], [-0.0918, 0.8116, -2.1376], [1.6045, -0.3143, 0.5691], [1.3393, 1.3779, 0.0447], [2.3661, 0.3421, -0.7774], [1.2504, -1.7051, -2.2400], [1.2226, -2.2280, -0.7975], [-0.1921, -3.6413, -1.7722], [-0.9318, -2.5046, -2.8319], [-1.2893, -3.1152, 0.1602], [-2.6102, -3.0519, -1.0974], [-3.7016, 0.4106, -0.9519], [-2.8675, -0.2815, -2.2799], [-4.0326, -1.2000, -1.5513], [-3.7952, -2.3303, 0.7464], [-2.5237, -1.8818, 1.7542], [-3.6350, -0.6161, 1.4031], [-0.8310, 0.5584, -2.8976], [0.9025, 0.8311, -2.5837], [-0.3336, 1.7745, -1.6877], [-1.0888, 0.9150, 1.5224]]
}

=====

{
  "formula": "C12H14Cl5O3Pt",
  "method": "ωB97M-V/def2-TZVPD",
  "orbital_gap_ha": [0.3444, 0.2026],
  "total_charge": 1,
  "s_squared": 2.004,
  "multiplicity": 3,
  "molar_mass_g_mol": 578.58,
  "elements": ["Pt", "C", "O", "C", "C", "O", "C", "C", "O", "C", "H", "H", "H", "H", "H", "H", "H", "H", "H", "H", "H", "H", "H", "H", "Cl", "C", "C", "C", "Cl", "C", "Cl", "C", "Cl", "C", "Cl"],
  "coordinates": [[0.5244, 0.0008, 0.1733], [-1.9519, -0.4859, 2.2689], [-0.5980, -0.9219, 2.2185], [-0.4050, -2.3221, 2.2713], [-0.5788, -2.9929, 0.9082], [0.3487, -2.3798, 0.0277], [0.3210, -2.8969, -1.2932], [1.4509, -2.2011, -2.0491], [1.3183, -0.7908, -2.0389], [0.5122, -0.2464, -3.0774], [-2.4837, -0.9891, 3.0812], [-2.4814, -0.6576, 1.3264], [-1.9171, 0.5839, 2.4708], [-1.0853, -2.7759, 2.9997], [0.6313, -2.4594, 2.5977], [-1.6032, -2.8719, 0.5271], [-0.3627, -4.0655, 0.9942], [-0.6560, -2.7103, -1.7605], [0.4971, -3.9780, -1.2738], [1.4968, -2.5657, -3.0799], [2.3960, -2.4106, -1.5378], [0.7886, -0.6913, -4.0396], [0.7315, 0.8201, -3.0985], [-0.5574, -0.4009, -2.9035], [-1.8165, 1.6584, -0.9512], [-0.6274, 2.6720, -0.2439], [0.4646, 1.9938, 0.3082], [1.4467, 2.7700, 0.9331], [2.7301, 1.8891, 1.6438], [1.3700, 4.1586, 0.9934], [2.6006, 5.0812, 1.7405], [0.2569, 4.8025, 0.4272], [0.1187, 6.4964, 0.5133], [-0.7577, 4.0512, -0.1993], [-2.1225, 4.8359, -0.8778]]
}

=====

{
  "formula": "C16H49IN17O10S",
  "method": "ωB97M-V/def2-TZVPD",
  "orbital_gap_ha": 0.3261,
  "total_charge": 1,
  "multiplicity": 1,
  "molar_mass_g_mol": 798.65,
  "elements": ["O", "S", "O", "C", "C", "C", "C", "C", "N", "C", "C", "C", "I", "H", "H", "H", "H", "H", "H", "H", "H", "H", "H", "H", "H", "H", "H", "H", "H", "H", "C", "O", "N", "N", "H", "H", "H", "H", "C", "O", "N", "N", "H", "H", "H", "H", "C", "O", "N", "N", "H", "H", "H", "H", "C", "O", "N", "N", "H", "H", "H", "H", "C", "O", "N", "N", "H", "H", "H", "H", "C", "O", "N", "N", "H", "H", "H", "H", "C", "O", "N", "N", "H", "H", "H", "H", "C", "O", "N", "N", "H", "H", "H", "H"],
  "coordinates": [[-0.8343, -3.7682, 3.9246], [0.3746, -4.0372, 3.1852], [0.7635, -5.3973, 2.9644], [0.3686, -3.2052, 1.6043], [-0.9406, -2.6117, 1.0146], [-0.8889, -1.0817, 0.7401], [-1.9818, -0.4142, 1.6189], [-2.2764, -1.5311, 2.6188], [-2.2194, -2.7638, 1.7860], [-3.3587, -2.8795, 0.7794], [-4.7419, -2.5208, 1.3399], [-5.8228, -3.5206, 0.8755], [-6.5021, -4.7363, 2.5136], [1.3968, -3.4384, 3.8414], [0.7572, -3.9434, 0.9093], [1.1300, -2.4267, 1.6287], [-1.0292, -3.0838, 0.0398], [-1.1768, -0.9149, -0.2988], [0.1000, -0.6442, 0.8344], [-2.8862, -0.1746, 1.0663], [-1.5850, 0.4332, 2.1681], [-3.1616, -1.4779, 3.2453], [-1.4489, -1.5543, 3.3236], [-2.2850, -3.6210, 2.3350], [-3.1246, -2.2715, -0.0889], [-3.3605, -3.9270, 0.4798], [-5.0326, -1.5410, 0.9611], [-4.7449, -2.4886, 2.4241], [-5.4689, -4.2093, 0.1151], [-6.7066, -2.9985, 0.5283], [3.4056, -2.4580, -0.5693], [2.2104, -2.3358, -0.3018], [4.1776, -3.4478, -0.0240], [4.0205, -1.6239, -1.4344], [5.1484, -3.5679, -0.2422], [3.7400, -4.1060, 0.5918], [3.4624, -0.8739, -1.8258], [4.9830, -1.7179, -1.6968], [0.2154, -9.2405, 3.2781], [1.4105, -9.1200, 3.0869], [-0.6513, -8.1836, 3.1780], [-0.3568, -10.4395, 3.6074], [-1.6380, -8.2654, 3.3296], [-0.2526, -7.2910, 2.9438], [0.2543, -11.2302, 3.6883], [-1.3375, -10.5615, 3.7704], [-9.5197, -2.0024, 4.5892], [-8.9246, -1.2832, 3.8035], [-9.0486, -3.2423, 4.9262], [-10.6893, -1.6296, 5.1856], [-9.5029, -3.8649, 5.5662], [-8.1915, -3.5112, 4.4802], [-11.0548, -0.7255, 4.9524], [-11.1916, -2.2076, 5.8316], [2.2839, 1.9466, -2.3223], [2.4623, 0.8252, -1.8354], [1.9599, 2.1226, -3.6254], [2.3872, 3.0810, -1.5847], [1.7991, 3.0174, -4.0494], [1.8546, 1.3057, -4.1959], [2.6253, 2.9808, -0.6173], [2.2262, 4.0101, -1.9438], [2.1272, 6.7052, -0.4498], [1.6933, 5.8236, -1.1863], [3.3513, 7.2648, -0.6094], [1.3945, 7.1898, 0.5940], [3.7289, 7.9604, 0.0089], [3.9183, 6.9283, -1.3642], [0.4796, 6.8056, 0.7332], [1.7312, 7.9015, 1.2148], [3.8363, 2.7972, -6.9899], [2.8091, 2.9620, -6.3465], [4.7849, 1.8979, -6.6044], [4.1071, 3.4937, -8.1295], [5.6345, 1.7376, -7.1106], [4.6091, 1.3804, -5.7633], [3.4206, 4.1541, -8.4420], [4.9417, 3.3678, -8.6695], [-0.9140, 4.2298, -5.9208], [-1.1368, 3.0535, -5.6922], [-1.8738, 5.1956, -5.7664], [0.3063, 4.6770, -6.3420], [-1.7149, 6.1682, -5.9452], [-2.7787, 4.8961, -5.4572], [1.0369, 3.9914, -6.4658], [0.5035, 5.6423, -6.5232], [6.1381, 7.0414, 2.0940], [5.1638, 7.6666, 1.7056], [6.1861, 5.6775, 2.0491], [7.2463, 7.6562, 2.5963], [6.9735, 5.1402, 2.3577], [5.3847, 5.2042, 1.6761], [7.2356, 8.6580, 2.6404], [8.0565, 7.1626, 2.9186]]
}

=====

{
  "formula": "C4H6O2",
  "method": "ωB97M-V/def2-TZVPD",
  "orbital_gap_ha": 0.3913,
  "multiplicity": 1,
  "smiles": "C=COC(C)=O",
  "molar_mass_g_mol": 86.09,
  "elements": ["C", "C", "O", "C", "C", "O", "H", "H", "H", "H", "H", "H"],
  "coordinates": [[-1.4856, 1.2778, 1.0349], [-0.3651, 1.5395, 0.3810], [0.3430, 0.6218, -0.3766], [0.3740, -0.6937, -0.0155], [1.1287, -1.4734, -1.0504], [-0.1334, -1.1541, 0.9721], [-1.9151, 0.2864, 1.0245], [-1.9681, 2.0481, 1.6223], [0.1155, 2.5122, 0.3352], [2.0726, -0.9728, -1.2742], [0.5357, -1.5062, -1.9695], [1.2978, -2.4856, -0.6838]]
}

=====

{
  "formula": "C2H7N3O2",
  "method": "ωB97M-V/def2-TZVPD",
  "orbital_gap_ha": 0.3514,
  "multiplicity": 1,
  "smiles": "C[C@@]1(O)ONN1N",
  "molar_mass_g_mol": 105.10,
  "elements": ["C", "C", "O", "O", "N", "N", "N", "H", "H", "H", "H", "H", "H", "H"],
  "coordinates": [[-1.5119, 0.1634, -0.8444], [-0.4768, -0.0478, 0.2446], [-0.5543, 0.9470, 1.2111], [-0.4707, -1.3513, 0.7960], [1.0349, -1.4681, 0.3447], [0.9163, -0.1755, -0.2725], [1.7935, 0.7958, 0.1323], [-1.4034, 1.1661, -1.2513], [-1.3612, -0.5622, -1.6392], [-2.5068, 0.0432, -0.4213], [-1.1600, 0.6535, 1.9018], [0.9083, -2.1766, -0.3826], [2.5629, 0.6734, 0.7871], [2.2291, 1.3391, -0.6064]]
}